No. 1
16
Properties=species:S:1:pos:R:3 method="wB97M-V/def2-TZVPD" spin_multiplicity=1 charge=+2 e_tot_ha=-354.50302
C -0.146 0.282 -0.017
C -1.041 1.355 -0.215
N 1.508 0.242 -0.748
N -0.222 -0.901 0.546
N -1.414 -1.168 1.183
N 1.962 1.242 -1.334
N 0.635 -1.883 0.682
H -1.843 1.022 -0.904
H -0.461 2.344 -0.440
H -1.536 1.567 0.747
H -2.211 -0.595 0.926
H -1.586 -2.007 1.760
H 2.841 0.824 -1.747
H 1.590 2.211 -1.242
H 1.611 -1.703 0.387
H 0.314 -2.835 0.415

No. 2
13
Properties=species:S:1:pos:R:3 method="wB97M-V/def2-TZVPD" spin_multiplicity=1 smiles=CNC.O charge=0 e_tot_ha=-211.57435
C -0.221 0.913 1.050
N -0.484 0.286 -0.239
C 0.626 0.529 -1.158
H 0.642 0.422 1.512
H 0.119 1.952 0.917
H -1.033 0.878 1.768
H -1.387 0.504 -0.621
H 0.902 1.586 -1.234
H 0.321 0.175 -2.141
H 1.487 -0.031 -0.801
H -0.101 -1.632 0.261
H -0.833 -2.998 0.180
O -0.038 -2.584 0.506

No. 3
13
Properties=species:S:1:pos:R:3 method="wB97M-V/def2-TZVPD" spin_multiplicity=1 smiles=CCN.O charge=0 e_tot_ha=-211.55611
N -2.197 0.703 -0.696
C 0.000 0.000 0.000
C -0.929 0.287 -1.255
H -2.117 1.300 0.134
H -2.806 -0.078 -0.428
H -0.098 0.756 0.798
H 0.989 0.115 -0.474
H -0.058 -1.003 0.456
H -0.445 0.964 -1.985
H -1.260 -0.617 -1.801
O -5.244 -0.438 -2.721
H -5.275 -1.339 -3.116
H -4.951 -0.585 -1.793

No. 4
13
Properties=species:S:1:pos:R:3 method="wB97M-V/def2-TZVPD" spin_multiplicity=1 smiles=[H][H].C1CO1.N charge=0 e_tot_ha=-211.47420
N 0.380 0.573 -1.853
H -0.248 0.435 -1.092
H -2.950 6.358 -4.210
H 0.686 -0.271 -2.306
H 0.566 1.294 -2.523
C 0.559 -0.160 0.944
O -0.408 -1.126 0.575
C 0.041 -1.073 1.949
H 0.367 0.893 1.137
H 1.570 -0.353 0.617
H -0.766 -0.808 2.617
H 0.447 -2.025 2.281
H -2.388 6.650 -4.604

No. 5
13
Properties=species:S:1:pos:R:3 method="wB97M-V/def2-TZVPD" spin_multiplicity=1 charge=0 e_tot_ha=-211.51276
H -1.296 1.100 -0.621
O -1.262 2.340 -0.667
N -0.982 -0.164 -0.385
H -0.905 2.760 -1.447
H -1.769 -0.621 -0.018
C 0.292 0.007 0.534
H -0.172 -0.063 1.616
H 0.789 1.021 0.361
H -0.595 -0.566 -1.348
C 1.333 -1.201 0.557
H 2.025 -1.252 1.396
H 0.691 -2.111 0.325
H 1.850 -1.250 -0.304

No. 6
13
Properties=species:S:1:pos:R:3 method="wB97M-V/def2-TZVPD" spin_multiplicity=1 charge=0 e_tot_ha=-211.50026
H 0.899 0.335 -0.341
O 1.975 -0.255 -0.386
N -0.403 0.190 -0.247
H 2.555 0.309 -0.877
H -0.522 0.236 -1.420
C -1.086 1.241 0.499
H -0.406 2.117 0.424
H -1.981 1.344 0.150
H -1.151 0.967 1.512
C -0.655 -1.217 0.219
H -1.246 -1.214 1.199
H -0.978 -1.912 -0.571
H 0.296 -1.616 0.432

No. 7
13
Properties=species:S:1:pos:R:3 method="wB97M-V/def2-TZVPD" spin_multiplicity=1 smiles=COC.N charge=0 e_tot_ha=-211.55102
C -0.587 1.800 0.608
N 0.600 -2.657 -3.893
H -1.465 2.144 0.084
H -0.190 0.894 0.133
H 0.249 2.492 0.643
H -0.103 -3.007 -3.255
H 1.304 -3.384 -4.007
H 1.031 -1.824 -3.517
C -0.143 0.676 2.653
O -1.021 1.494 1.926
H 0.202 1.167 3.581
H 0.778 0.456 2.099
H -0.655 -0.251 2.944

No. 8
14
Properties=species:S:1:pos:R:3 method="wB97M-V/def2-TZVPD" spin_multiplicity=1 smiles="C=NC.O.O" charge=0 e_tot_ha=-286.78643
C 0.407 -1.675 1.734
C 1.661 -2.846 0.180
N 1.649 -1.913 1.020
H -0.378 -2.391 1.489
H 0.014 -0.704 1.397
H 0.597 -1.560 2.802
H 2.496 -3.140 -0.455
H 0.784 -3.492 -0.014
H -0.171 5.673 -1.910
H -0.211 6.685 -3.057
O 0.013 6.587 -2.130
H -2.686 0.185 -0.634
H -1.751 -0.667 0.130
O -2.423 -0.741 -0.552

No. 9
14
Properties=species:S:1:pos:R:3 method="wB97M-V/def2-TZVPD" spin_multiplicity=1 smiles=CNCO.O charge=0 e_tot_ha=-286.77898
C -0.683 1.421 0.841
N -0.612 -0.014 1.016
C -1.078 -0.675 -0.083
O -0.178 -0.892 -1.201
H 0.147 1.957 1.427
H -0.698 1.706 -0.240
H -1.615 1.817 1.105
H 0.311 -0.485 1.380
H -2.043 -0.167 -0.456
H -1.533 -1.626 0.438
H -0.116 -1.824 -1.415
H 1.975 -0.425 -1.161
H 3.454 -0.322 -1.109
O 2.669 -0.470 -0.542

No. 10
14
Properties=species:S:1:pos:R:3 method="wB97M-V/def2-TZVPD" spin_multiplicity=2 charge=+1 e_tot_ha=-286.42897
C -1.141 -1.904 1.971
O -2.053 -2.998 1.818
H -1.388 -1.388 2.903
H -1.093 -1.302 1.065
H -0.139 -2.295 2.191
H -1.500 -3.756 1.525
N 0.111 1.792 -2.022
C 1.484 1.853 -1.513
O 1.727 1.337 -0.229
H -0.190 1.020 -2.628
H -0.559 2.378 -1.524
H 1.789 2.899 -1.565
H 2.064 1.256 -2.215
H 0.887 1.108 0.223

Question: Which value of charge does entry 9 give?
Answer: 0

Question: The highest charge belongs to which entry?
Answer: C2H9N5